{"formula": "H16O8", "method": "ωB97M-V with the def2-TZVPD basis set", "homo_ev": -9.2, "lumo_energy_ev": -1.20, "fmax_ev_per_a": 5.550, "gap_ev": 7.99, "relative_energy_kj_mol": 720.9, "elements": ["O", "O", "O", "O", "O", "O", "O", "O", "H", "H", "H", "H", "H", "H", "H", "H", "H", "H", "H", "H", "H", "H", "H", "H"], "positions_angstrom": [[-2.31, -1.57, 0.34], [0.17, 0.08, -0.25], [-0.76, -2.67, -2.01], [1.03, -0.09, 1.96], [1.99, -1.45, 0.18], [-1.68, 0.70, 0.58], [1.96, 1.17, -1.26], [0.98, 2.39, 0.27], [-0.08, -2.45, -2.64], [1.34, -0.78, 0.41], [0.27, 2.73, -0.28], [-2.37, -0.62, 0.38], [0.19, 0.36, 1.86], [0.54, 1.99, 1.02], [1.60, 1.92, -0.79], [-1.13, -1.82, -1.75], [1.39, 0.44, -1.02], [-0.24, -0.74, -0.53], [-1.58, 0.69, 1.53], [1.46, 0.37, 2.68], [-2.17, 1.51, 0.40], [2.55, -1.03, -0.47], [-2.59, -1.79, -0.55], [-0.56, 0.66, -0.05]], "mulliken_charge": [-0.68, -0.82, -0.57, -0.53, -0.71, -0.73, -0.92, -0.65, 0.32, 0.54, 0.35, 0.49, 0.13, 0.37, 0.45, 0.27, 0.54, 0.15, 0.35, 0.33, 0.33, 0.31, 0.29, 0.36]}